Here is 2 unconnected molecules or ions with the total composition C32H34N3 in a non-equilibrium geometry from OMol25. Energies are from ωB97M-V/def2-TZVPD.

Geometry as XYZ:
```
69
Properties=species:S:1:pos:R:3:nbo_charge:R:1
C 4.630 -0.892 3.004 -0.25
C 4.188 0.405 2.693 -0.22
C 2.834 0.652 2.505 -0.23
C 1.873 -0.382 2.632 -0.05
C 0.467 -0.073 2.511 -0.37
C -0.548 -1.000 2.584 0.08
N -1.873 -0.729 2.700 -0.43
C -2.760 -1.874 2.902 -0.21
C -4.210 -1.571 2.548 -0.40
C -4.687 -0.310 3.257 -0.40
C -3.775 0.856 2.900 -0.40
C -2.315 0.551 3.234 -0.21
C 2.340 -1.689 2.921 -0.17
C 3.699 -1.934 3.108 -0.22
H 5.691 -1.083 3.166 0.22
H 4.904 1.224 2.610 0.21
H 2.480 1.655 2.258 0.21
H 0.219 0.985 2.386 0.20
H -0.327 -2.069 2.501 0.19
H -2.392 -2.705 2.288 0.21
H -2.721 -2.189 3.961 0.18
H -4.299 -1.442 1.462 0.19
H -4.821 -2.431 2.833 0.22
H -5.716 -0.083 2.969 0.22
H -4.667 -0.471 4.342 0.20
H -3.862 1.078 1.827 0.19
H -4.068 1.756 3.448 0.22
H -2.212 0.553 4.337 0.19
H -1.681 1.351 2.840 0.21
H 1.614 -2.495 3.018 0.20
H 4.035 -2.944 3.347 0.22
C 5.280 1.810 -0.734 -0.42
N 3.903 1.487 -1.063 -0.29
C 3.388 0.228 -1.038 0.17
C 2.050 0.246 -1.490 -0.20
C 1.234 -0.867 -1.721 0.08
C -0.144 -0.851 -2.001 -0.23
C -1.170 -0.026 -1.483 0.11
N -2.338 -0.276 -2.138 -0.31
C -3.569 0.460 -1.918 -0.41
C -2.139 -1.290 -3.087 0.11
C -0.785 -1.690 -3.006 0.01
C -0.283 -2.618 -3.909 -0.21
C -1.151 -3.154 -4.874 -0.20
C -2.497 -2.747 -4.945 -0.20
C -3.010 -1.790 -4.050 -0.22
C 1.751 1.651 -1.782 0.00
C 2.921 2.393 -1.491 0.12
C 3.022 3.762 -1.715 -0.22
C 1.898 4.414 -2.254 -0.19
C 0.741 3.687 -2.581 -0.20
C 0.675 2.303 -2.363 -0.21
H 5.420 2.888 -0.838 0.23
H 5.510 1.500 0.296 0.24
H 5.974 1.282 -1.405 0.23
H 3.982 -0.623 -0.722 0.24
H 1.727 -1.843 -1.746 0.22
H -1.103 0.731 -0.710 0.24
H -4.334 0.070 -2.592 0.23
H -3.904 0.349 -0.875 0.22
H -3.426 1.535 -2.106 0.22
H 0.767 -2.895 -3.832 0.22
H -0.779 -3.899 -5.581 0.23
H -3.147 -3.185 -5.704 0.23
H -4.042 -1.444 -4.084 0.22
H 3.945 4.286 -1.471 0.23
H 1.917 5.490 -2.430 0.23
H -0.122 4.199 -3.014 0.23
H -0.201 1.728 -2.634 0.22
```

## Properties
energy	-38200.0666	eV
energy above the lowest of the compared OMol25 structures with the same formula, charge and spin	0.0	kJ/mol
HOMO level	-0.341	Eh
spin multiplicity	1
total charge	+1



Here is 9 unconnected molecules or ions with the total composition C45H54N8O2Si in a non-equilibrium geometry from OMol25. Energies are from ωB97M-V/def2-TZVPD.

Geometry as XYZ:
```
110
Properties=species:S:1:pos:R:3:lowdin_charge:R:1
C -3.039 1.804 2.725 -0.16
Si -1.792 0.889 1.645 0.58
C -2.792 -0.433 0.700 -0.17
C -0.925 1.967 0.369 -0.17
C -0.466 -0.061 2.615 -0.18
C -0.012 -1.295 2.062 -0.08
C 0.971 -2.086 2.714 -0.04
C 1.519 -1.644 3.943 0.01
C 1.066 -0.442 4.483 -0.09
C 0.073 0.373 3.835 -0.09
C -0.274 1.655 4.518 -0.34
O -0.492 2.694 3.952 0.11
C -0.281 1.601 6.029 0.04
C 0.637 0.850 6.624 0.01
C 1.615 0.048 5.804 -0.34
O 2.737 -0.163 6.172 0.13
H -2.770 2.840 2.932 0.03
H -3.144 1.298 3.691 0.04
H -4.031 1.822 2.268 0.01
H -2.316 -0.605 -0.272 0.01
H -3.817 -0.106 0.516 0.02
H -2.831 -1.376 1.248 0.03
H -0.487 2.864 0.815 0.03
H -0.118 1.366 -0.067 0.02
H -1.556 2.277 -0.468 0.03
H -0.418 -1.654 1.127 0.09
H 1.266 -3.013 2.241 0.10
H 2.276 -2.261 4.404 0.12
H -1.009 2.189 6.570 0.12
H 0.725 0.795 7.703 0.12
N 1.467 -0.422 -3.242 0.01
C 0.229 -0.719 -2.745 -0.14
C -0.702 -0.326 -3.669 -0.10
C 0.001 0.227 -4.772 -0.09
C 1.336 0.152 -4.479 -0.15
H 2.337 -0.595 -2.773 0.15
H 0.118 -1.182 -1.778 0.10
H -1.769 -0.424 -3.564 0.07
H -0.424 0.634 -5.674 0.10
H 2.201 0.462 -5.040 0.09
N 3.266 -4.765 0.338 -0.01
C 4.158 -4.515 1.347 -0.15
C 4.874 -5.661 1.567 -0.11
C 4.397 -6.639 0.654 -0.11
C 3.408 -6.057 -0.091 -0.14
H 2.609 -4.103 -0.030 0.13
H 4.207 -3.547 1.819 0.10
H 5.653 -5.785 2.300 0.09
H 4.743 -7.655 0.555 0.09
H 2.795 -6.447 -0.886 0.10
N 1.685 4.305 -1.843 -0.01
C 2.155 3.220 -2.530 -0.14
C 3.066 3.668 -3.449 -0.10
C 3.150 5.080 -3.311 -0.10
C 2.286 5.443 -2.312 -0.16
H 1.001 4.273 -1.109 0.14
H 1.803 2.227 -2.306 0.09
H 3.614 3.053 -4.143 0.08
H 3.772 5.750 -3.880 0.09
H 2.049 6.407 -1.896 0.11
N -7.220 4.005 -0.049 0.00
C -6.348 2.996 0.251 -0.15
C -7.021 2.064 0.996 -0.12
C -8.354 2.530 1.150 -0.11
C -8.446 3.728 0.493 -0.14
H -6.996 4.824 -0.582 0.14
H -5.327 3.027 -0.091 0.10
H -6.605 1.150 1.386 0.08
H -9.154 2.041 1.681 0.09
H -9.274 4.404 0.365 0.11
N -4.526 -1.614 -2.854 0.00
C -4.098 -2.351 -3.925 -0.15
C -5.044 -3.306 -4.184 -0.11
C -6.086 -3.137 -3.233 -0.11
C -5.739 -2.085 -2.428 -0.14
H -4.029 -0.847 -2.442 0.12
H -3.162 -2.131 -4.409 0.09
H -4.996 -4.042 -4.969 0.09
H -6.988 -3.720 -3.150 0.09
H -6.247 -1.633 -1.593 0.10
N 5.115 4.881 0.732 0.01
C 4.127 4.007 0.373 -0.13
C 4.246 2.895 1.166 -0.11
C 5.348 3.111 2.039 -0.12
C 5.862 4.346 1.747 -0.14
H 5.269 5.778 0.312 0.14
H 3.427 4.249 -0.411 0.07
H 3.613 2.024 1.126 0.08
H 5.719 2.437 2.793 0.09
H 6.690 4.887 2.171 0.10
N -1.626 -2.397 4.713 0.03
C -1.453 -2.373 6.071 -0.13
C -2.247 -3.334 6.635 -0.11
C -2.934 -3.978 5.579 -0.11
C -2.532 -3.382 4.414 -0.13
H -1.139 -1.808 4.069 0.07
H -0.775 -1.667 6.521 0.09
H -2.324 -3.551 7.688 0.09
H -3.643 -4.785 5.661 0.09
H -2.814 -3.575 3.392 0.10
N 4.014 -1.214 -6.495 0.00
C 4.481 -2.303 -7.179 -0.14
C 5.389 -1.859 -8.103 -0.11
C 5.476 -0.448 -7.968 -0.11
C 4.618 -0.080 -6.967 -0.15
H 3.333 -1.244 -5.759 0.11
H 4.128 -3.294 -6.952 0.11
H 5.932 -2.477 -8.799 0.09
H 6.098 0.220 -8.541 0.09
H 4.385 0.886 -6.553 0.10
```

## Properties
energy	-71432.5712	eV
SMILES	C[Si](C)(C)c1cccc2c1C(=O)C=CC2=O.c1cc[nH]c1.c1cc[nH]c1.c1cc[nH]c1.c1cc[nH]c1.c1cc[nH]c1.c1cc[nH]c1.c1cc[nH]c1.c1cc[nH]c1
HOMO level	-0.301	Eh
spin multiplicity	1
total charge	0



Here is 2 unconnected molecules or ions with the total composition H4N5 in a non-equilibrium geometry from OMol25. Energies are from ωB97M-V/def2-TZVPD.

Geometry as XYZ:
```
9
Properties=species:S:1:pos:R:3:nbo_charge:R:1
N 3.668 0.144 0.106 -0.42
N 1.421 0.278 0.226 -0.28
N 2.507 0.228 -0.031 0.35
N -0.956 0.013 0.553 -0.25
N -2.087 -0.266 0.206 -0.08
H 4.389 -0.353 -0.358 0.44
H -0.104 -0.108 -0.054 0.44
H -0.637 0.564 1.393 0.41
H -2.904 -0.161 0.828 0.39
```

## Properties
energy	-7503.4672	eV
energy above the lowest of the compared OMol25 structures with the same formula, charge and spin	368.1	kJ/mol
HOMO level	-0.543	Eh
spin multiplicity	1
total charge	+1